Entry 1:
Molecular formula: C4H10O3
Method: DFT, ωB97M-V/def2-TZVPD

Atoms and positions in Å:
C  0.372545  -1.613082  1.639082
O  -0.709955  -0.729392  1.401340
C  -0.942956  -0.448264  0.033458
C  -0.516342  0.997602  -0.319241
O  0.479559  1.471230  0.567206
C  0.111342  1.061794  -1.705006
O  1.290672  0.289692  -1.758010
H  0.891899  -1.284681  2.545390
H  1.085998  -1.599470  0.805370
H  0.015058  -2.642895  1.786396
H  -0.396843  -1.163291  -0.593119
H  -2.012588  -0.553856  -0.173881
H  -1.400118  1.659669  -0.300629
H  0.189775  1.223074  1.458496
H  0.313518  2.115713  -1.949823
H  -0.581534  0.656165  -2.451482
H  1.809970  0.559991  -0.985548

Forces on atoms 1 to 2 (eV/Å):
0.2 -0.1 0.1
-0.1 0.1 0.0

## Properties
Energy relative to the best compared isomer or geometry (same formula, charge and spin)   1.6071 eV
SMILES   COC[C@@H](O)CO
Energy   -384.0906 a.u.
HOMO-LUMO gap   10.8 eV
HOMO level   -9.970 eV

=====

Entry 2:
Molecular formula: C4H10O3
Method: DFT, ωB97M-V/def2-TZVPD

Atoms and positions in Å:
O  -0.522960  2.845063  -1.003453
C  -0.436854  1.750654  -0.538425
C  0.676724  0.737547  -0.833555
C  0.880112  -0.583779  -0.289354
C  0.999814  -0.335009  1.347751
O  0.763134  -1.487810  2.085005
H  -1.173696  1.570880  0.247943
H  1.606304  1.352153  -0.796547
H  0.414878  0.819043  -1.943530
H  0.050797  -1.425094  -0.371059
H  1.860449  -0.971277  -0.574736
H  2.062536  -0.302862  1.723411
H  0.235254  0.376945  1.771645
H  -0.208941  -1.569441  2.177642
O  -2.227512  -1.237312  -0.764399
H  -1.831528  -0.407191  -1.086198
H  -3.148510  -1.132511  -1.152140

Forces on atoms 1 to 2 (eV/Å):
0.5 0.7 -1.3
0.2 -0.6 2.5

## Properties
Energy relative to the best compared isomer or geometry (same formula, charge and spin)   3.0264 eV
SMILES   O=CCCCO.O
Energy   -384.0384 a.u.
HOMO-LUMO gap   10.2 eV
HOMO level   -9.694 eV

=====

Entry 3:
Molecular formula: C4H10O3Si2
Method: DFT, ωB97M-V/def2-TZVPD

Atoms and positions in Å:
C  -1.434426  2.899570  0.492438
C  -0.613755  1.993220  -0.020093
Si  -0.806454  0.194210  -0.104066
C  -0.880523  -0.289852  1.755549
C  -0.131298  -1.155008  2.439994
O  0.346037  -0.180944  -1.241974
Si  1.557574  -1.182695  -1.557488
O  2.960575  -0.428144  -2.043186
O  1.026993  -1.913275  -2.905110
H  -1.081978  3.932619  0.527731
H  -2.329336  2.631971  0.977745
H  0.253067  2.301111  -0.463390
H  -2.063158  -0.436244  -0.619234
H  -1.649353  0.249488  2.366186
H  -0.449887  -1.274972  3.505197
H  0.755001  -1.541019  2.027223
H  1.769315  -2.298479  -0.594772
H  3.633288  0.165890  -1.531273
H  1.026803  -1.578826  -3.804470

Forces on atoms 1 to 2 (eV/Å):
1.6 0.5 -0.1
-2.5 -0.1 0.6

## Properties
SMILES   C=C[SiH](C=C)O[SiH](O)O
Energy   -963.2305 a.u.
HOMO-LUMO gap   10.3 eV
HOMO level   -9.811 eV

=====

Entry 4:
Molecular formula: C4H10OS
Method: DFT, ωB97M-V/def2-TZVPD

Atoms and positions in Å:
C  3.381061  0.082888  -1.766773
C  2.130177  0.095144  -0.938287
O  1.708791  -0.870174  -0.356825
H  3.125459  0.202939  -2.812067
H  3.811380  -0.919496  -1.683570
H  4.079481  0.820355  -1.380566
H  1.603362  1.059036  -0.808504
C  -1.644840  0.756022  -0.581569
S  -2.403030  -0.006465  0.852254
C  -0.913953  -0.210762  1.901506
H  -1.442246  1.819217  -0.447931
H  -2.352921  0.708452  -1.418879
H  -0.742329  0.213790  -0.863847
H  -0.217746  -0.894074  1.402660
H  -0.435660  0.762208  1.973709
H  -1.301400  -0.635274  2.818206

Forces on atoms 1 to 2 (eV/Å):
-0.2 -1.0 0.4
0.1 0.1 0.4

## Properties
Energy relative to the best compared isomer or geometry (same formula, charge and spin)   0.6365 eV
SMILES   CC=O.CSC
Energy   -631.8013 a.u.
HOMO-LUMO gap   9.2 eV
HOMO level   -8.241 eV

=====

Question: Which formula does entry 2 have?
Answer: C4H10O3

=====

Repeat the third record exactly.
Molecular formula: C4H10O3Si2
Method: DFT, ωB97M-V/def2-TZVPD

Atoms and positions in Å:
C  -1.434426  2.899570  0.492438
C  -0.613755  1.993220  -0.020093
Si  -0.806454  0.194210  -0.104066
C  -0.880523  -0.289852  1.755549
C  -0.131298  -1.155008  2.439994
O  0.346037  -0.180944  -1.241974
Si  1.557574  -1.182695  -1.557488
O  2.960575  -0.428144  -2.043186
O  1.026993  -1.913275  -2.905110
H  -1.081978  3.932619  0.527731
H  -2.329336  2.631971  0.977745
H  0.253067  2.301111  -0.463390
H  -2.063158  -0.436244  -0.619234
H  -1.649353  0.249488  2.366186
H  -0.449887  -1.274972  3.505197
H  0.755001  -1.541019  2.027223
H  1.769315  -2.298479  -0.594772
H  3.633288  0.165890  -1.531273
H  1.026803  -1.578826  -3.804470

Forces on atoms 1 to 2 (eV/Å):
1.6 0.5 -0.1
-2.5 -0.1 0.6

## Properties
SMILES   C=C[SiH](C=C)O[SiH](O)O
Energy   -963.2305 a.u.
HOMO-LUMO gap   10.3 eV
HOMO level   -9.811 eV

=====

Question: Among the records above, which one has the highest HOMO-LUMO gap?
Answer: number 1